14
Properties=species:S:1:pos:R:3:forces:R:3 method="wB97M-V/def2-TZVPD" e_lumo_ev=-3.972 total_charge=0 orbital_gap_ev=5.22 molar_mass_g_mol=124.230
C -0.2851 0.2727 -0.4465 0.9 2.0 -3.3
C 0.6712 0.6844 0.6609 0.4 -3.2 0.4
O 0.6752 -0.2727 1.6902 -0.3 0.6 1.8
C -0.1491 -1.1639 -1.0695 -0.4 -2.2 2.6
S -0.7165 -1.4896 -2.6945 -3.7 1.6 -0.6
S 0.7515 2.2980 3.2179 -0.2 0.1 -0.7
H -1.2947 0.7317 -0.3406 0.3 -1.3 0.4
H 0.0307 0.8386 -1.3954 -0.1 -0.1 1.3
H 0.5572 1.5180 1.3189 -1.4 3.4 0.6
H 1.6906 0.9034 0.4113 0.7 -0.1 -1.1
H 0.6607 0.3564 2.5180 0.3 -2.3 -1.2
H 0.8466 -1.6988 -1.0063 -0.5 1.3 -0.1
H -0.7375 -1.9824 -0.5843 0.4 1.2 0.7
H -2.7007 -0.9956 -2.2802 3.6 -0.9 -0.8

15
Properties=species:S:1:pos:R:3:forces:R:3 method="wB97M-V/def2-TZVPD" e_lumo_ev="-2.936 / -2.928" total_charge=0 orbital_gap_ev="5.40 / 5.42" molar_mass_g_mol=139.110
C 3.4253 0.0093 -0.7931 -0.9 0.7 0.4
C 2.7082 0.1435 0.1763 -1.8 -0.4 1.2
C -1.9474 -0.7830 -0.4362 1.2 1.2 1.3
C -1.9650 0.6559 -0.4371 -0.1 2.7 -0.8
C -0.8588 -1.1800 0.2732 -1.4 -2.2 -1.3
C -0.8092 1.0627 0.1373 0.2 0.4 0.6
N -0.1483 -0.0886 0.6561 1.6 2.1 1.5
O -0.4746 -2.4435 0.5200 -0.3 0.3 0.1
O -0.2728 2.2226 0.5259 -1.4 0.9 -0.4
O 0.8869 0.0814 1.4275 0.2 -1.3 -2.8
H 3.8480 0.3257 -1.7080 0.6 -0.3 -0.4
H -2.7535 -1.3044 -0.8198 -1.0 -1.5 -0.6
H -2.7500 1.3700 -0.8683 1.4 -1.4 0.7
H 0.4295 -2.3497 0.7784 1.3 -0.6 0.5
H 0.6817 2.2781 0.5678 0.5 -0.6 -0.1

113
Properties=species:S:1:pos:R:3:forces:R:3 method="wB97M-V/def2-TZVPD" e_lumo_ev="-3.152 / -3.147" total_charge=+1 orbital_gap_ev="7.10 / 7.21" s_squared=2.025 spin_multiplicity=3 molar_mass_g_mol=1397.345
V -0.0412 0.2351 -0.1015 0.1 0.9 -0.2
C -3.4037 2.1704 3.0851 0.0 0.0 0.0
Sb -2.8894 1.0478 1.3268 0.0 -0.1 0.0
C -0.8232 1.7741 0.9480 0.0 -0.2 0.1
C -1.0758 2.9504 0.0603 0.0 0.1 -0.1
C -0.1054 3.4394 -0.8261 0.0 0.0 0.0
C -0.4092 4.5223 -1.6305 0.0 0.0 0.0
C -1.6682 5.0999 -1.5422 0.0 0.0 0.0
C -2.5729 4.5568 -0.6466 0.0 0.0 0.0
N -2.2901 3.5163 0.1364 0.0 0.0 0.0
Si 0.4318 2.2718 2.2920 0.1 -0.2 0.4
C 1.8798 3.2910 1.6758 -0.2 0.0 -0.1
C 1.1854 0.6860 3.0110 0.0 -0.1 0.1
C -0.3105 3.2520 3.7119 0.0 0.1 -0.2
C -2.7449 -1.1086 2.0978 0.0 0.1 0.1
C -1.6919 -1.9693 1.4815 -0.1 -0.1 -0.1
C -1.6180 -3.3375 1.8050 0.0 0.0 0.0
C -0.7574 -4.1986 1.1624 0.0 0.0 0.0
C 0.0620 -3.7214 0.1447 0.0 0.0 0.0
C -0.0330 -2.3882 -0.1351 0.1 0.0 0.0
N -0.8586 -1.5313 0.5046 0.2 -0.1 0.3
Si -2.8281 -1.2380 4.0213 0.0 0.0 0.0
C -2.6514 -2.9604 4.7674 0.0 0.0 0.0
C -1.4285 -0.2782 4.8188 0.0 0.0 0.0
C -4.4930 -0.6160 4.6305 0.0 0.0 0.0
Si -4.3876 -1.7858 1.2867 -0.1 0.0 0.0
C -4.9547 -3.4240 2.0133 0.0 0.1 0.0
C -4.0863 -2.0357 -0.5572 0.0 0.0 0.0
C -5.8485 -0.6144 1.4500 0.0 0.0 0.0
H -2.9778 3.1568 2.9208 0.0 0.0 0.0
H -3.0527 1.7606 4.0260 0.0 0.0 0.0
H -4.4894 2.2571 3.1053 0.0 0.0 0.0
H 0.8682 2.9664 -0.8771 0.0 0.0 0.0
H 0.3275 4.9123 -2.3218 0.0 0.0 0.0
H -1.9420 5.9543 -2.1446 0.0 0.0 0.0
H -3.5701 4.9699 -0.5466 0.0 0.0 0.0
H 2.3962 2.8556 0.8207 0.0 0.0 0.0
H 2.5930 3.3347 2.5050 0.0 0.0 0.0
H 1.5986 4.3176 1.4350 0.0 0.0 0.0
H 2.1271 0.5216 2.4811 0.1 0.2 -0.3
H 0.5513 -0.1977 2.9142 0.0 0.0 0.0
H 1.4234 0.8171 4.0679 -0.1 0.0 0.0
H -0.8863 4.1054 3.3455 0.0 0.0 0.0
H 0.5163 3.6529 4.3043 0.0 0.0 0.0
H -0.9522 2.6796 4.3773 0.0 0.0 0.0
H -2.2724 -3.7198 2.5670 0.0 0.0 0.0
H -0.7296 -5.2424 1.4478 0.0 0.0 0.0
H 0.7522 -4.3486 -0.4003 0.0 0.0 0.0
H 0.6019 -1.9604 -0.9151 0.0 0.0 0.0
H -1.6438 -3.3661 4.6629 0.0 0.0 0.0
H -3.3672 -3.7017 4.4116 0.0 0.0 0.0
H -2.8322 -2.8344 5.8395 0.0 0.0 0.0
H -0.5312 -0.8972 4.8842 0.0 0.0 0.0
H -1.7067 -0.0037 5.8398 0.0 0.0 0.0
H -1.1665 0.6334 4.2895 0.0 0.0 0.0
H -5.2538 -1.3948 4.5401 0.0 0.0 0.0
H -4.8659 0.2745 4.1314 0.0 0.0 0.0
H -4.4007 -0.3802 5.6938 0.0 0.0 0.0
H -4.3048 -4.2647 1.7699 0.0 0.0 0.0
H -5.9349 -3.6418 1.5806 0.0 0.0 0.0
H -5.0853 -3.3887 3.0954 0.0 0.0 0.0
H -3.0864 -2.3999 -0.8046 0.0 0.0 0.0
H -4.2550 -1.1014 -1.0973 0.0 0.0 0.0
H -4.8024 -2.7708 -0.9333 0.0 0.0 0.0
H -6.0868 -0.3416 2.4764 0.0 0.0 0.0
H -6.7164 -1.1486 1.0517 0.0 0.0 0.0
H -5.7378 0.2975 0.8629 0.0 0.0 0.0
I -1.9096 0.7239 -2.2479 -0.2 0.0 -0.3
C -2.0217 -0.7100 -3.8438 0.0 0.0 0.1
I -0.6754 -2.3322 -3.7909 -0.1 0.1 0.0
H -1.8399 -0.1493 -4.7528 0.0 0.0 0.0
H -3.0334 -1.0945 -3.8079 0.0 0.0 0.0
F 1.6931 0.6174 0.0518 0.1 -0.4 0.1
As 3.3040 -1.4743 2.8914 0.1 -0.4 0.1
F 4.0476 -0.6468 1.6056 0.0 0.1 0.0
F 2.1468 -2.0369 1.7663 -0.1 0.0 -0.1
F 4.3091 -2.8107 2.9673 0.0 0.1 0.0
F 2.2032 -1.8959 4.1209 0.0 0.0 0.0
F 4.0441 -0.3955 3.9643 0.0 0.1 0.0
C 5.8426 3.0693 -1.6077 0.0 0.0 0.0
C 6.0328 1.6963 -1.6525 0.0 0.0 0.0
C 4.9869 0.8555 -2.0138 0.0 0.0 0.0
C 3.7429 1.3857 -2.3329 0.0 0.0 0.0
C 3.5600 2.7663 -2.2877 0.0 0.0 0.0
C 4.6037 3.6066 -1.9304 0.0 0.0 0.0
Sb 2.0511 0.2065 -2.8637 -0.1 0.1 -0.1
C 2.0338 0.6517 -4.9464 0.0 -0.1 0.0
C 0.8894 1.2244 -5.4947 0.0 0.0 0.0
C 0.8441 1.5731 -6.8385 0.0 0.0 0.0
C 1.9502 1.3491 -7.6448 0.0 0.0 0.0
C 3.1010 0.7889 -7.1048 0.0 0.0 0.0
C 3.1441 0.4458 -5.7612 0.0 0.0 0.0
C 2.9239 -1.7364 -2.8416 0.1 0.1 0.1
C 3.3426 -2.2247 -1.6035 0.0 0.0 0.0
C 3.8374 -3.5171 -1.4845 0.0 0.0 0.0
C 3.9095 -4.3363 -2.6035 0.0 0.0 0.0
C 3.4874 -3.8599 -3.8375 0.0 0.0 0.0
C 2.9945 -2.5662 -3.9569 0.0 0.0 0.0
H 6.6586 3.7210 -1.3245 0.0 0.0 0.0
H 6.9991 1.2750 -1.4067 0.0 0.0 0.0
H 5.1528 -0.2147 -2.0462 0.0 0.0 0.0
H 2.5985 3.1997 -2.5500 0.0 0.0 0.0
H 4.4525 4.6784 -1.9047 0.0 0.0 0.0
H 0.0280 1.4248 -4.8631 0.0 0.0 0.0
H -0.0485 2.0240 -7.2535 0.0 0.0 0.0
H 1.9203 1.6187 -8.6923 0.0 0.0 0.0
H 3.9682 0.6250 -7.7314 0.0 0.0 0.0
H 4.0528 0.0227 -5.3470 0.0 0.0 0.0
H 3.2935 -1.5922 -0.7228 0.0 0.0 0.0
H 4.1721 -3.8801 -0.5202 0.0 0.0 0.0
H 4.2986 -5.3423 -2.5157 0.0 0.0 0.0
H 3.5465 -4.4954 -4.7120 0.0 0.0 0.0
H 2.6684 -2.2066 -4.9264 0.0 0.0 0.0

27
Properties=species:S:1:pos:R:3:forces:R:3 method="wB97M-V/def2-TZVPD" e_lumo_ev="0.943 / 0.550" total_charge=0 orbital_gap_ev="7.27 / 7.09" molar_mass_g_mol=178.239
C 2.6960 0.7229 -0.8918 0.4 -0.2 -0.7
C 2.3042 1.6846 0.0095 0.6 -0.3 -1.5
C 2.1027 -0.5370 -0.9944 0.0 2.1 1.2
C 1.2686 1.4727 0.8405 -1.0 3.9 2.0
C 1.1464 -0.6943 -0.0310 0.4 -1.9 -0.2
C 0.6892 0.2793 0.8704 -1.5 -3.9 -0.1
C 0.3806 -1.9595 0.0944 0.5 -1.2 0.4
C -0.5551 -1.7553 1.3032 1.5 -1.7 1.3
C -0.4606 -0.3167 1.5087 -0.7 2.1 -0.6
N -0.8370 1.2208 -1.8770 2.3 -2.3 -1.7
N -3.2162 -0.1721 0.2697 -0.9 0.6 0.4
N -1.7813 1.1795 -0.8578 -0.5 4.4 -0.8
N -1.9637 0.1017 -0.2033 1.7 -2.4 0.5
H 3.4273 1.0340 -1.5804 1.0 0.1 -0.9
H 2.6940 2.6497 -0.1293 0.7 1.1 0.2
H 2.3141 -1.2053 -1.7989 0.2 -0.6 -0.1
H 0.8573 2.3551 1.3785 0.3 -0.8 0.0
H -0.2027 -1.9794 -0.8136 -0.5 -0.6 -0.3
H 1.0559 -2.8661 0.1437 -0.9 0.9 -0.1
H -1.5147 -2.2266 1.0936 -0.3 0.4 0.3
H -0.1624 -2.2386 2.2926 -0.5 0.3 -1.7
H -1.0360 0.2360 2.2074 -0.4 0.2 0.8
H 0.1564 1.4216 -1.5789 -1.4 0.0 0.3
H -0.6938 0.2112 -2.2748 -1.0 2.3 0.9
H -3.3477 0.3067 1.1444 -0.5 0.7 0.5
H -3.2051 -1.1283 0.5648 0.0 -0.7 -0.2
H -2.1165 2.2035 -0.6902 0.3 -2.7 0.2